[1]
Density functional theory data (ωB97M-V/def2-TZVPD) for a molecular structure, C48H37GeIN2O3PS5W.

Summary:
molar mass	1264.498	g/mol
strongest force on any atom	0.9	eV Å⁻¹
net charge	-1
electronic energy	-6960.72615	Ha
relative energy (zero: lowest compared OMol25 entry of this formula, charge and spin)	0.0	kcal/mol
Kohn-Sham gap	5.965	eV

Positions of all 99 atoms, in Å:
1 W -1.43 1.01 -0.26
2 N -1.83 2.96 0.91
3 C -1.37 4.17 0.20
4 C -0.07 3.82 -0.49
5 O 0.73 4.68 -0.85
6 N 0.08 2.49 -0.63
7 C 1.35 2.04 -1.16
8 C 1.52 0.64 -0.61
9 O 2.54 0.23 -0.12
10 O -0.37 -0.62 0.36
11 H -2.84 3.00 1.05
12 H -1.41 2.94 1.83
13 H -1.21 5.00 0.88
14 H -2.12 4.43 -0.55
15 H 2.17 2.69 -0.85
16 H 1.33 2.00 -2.25
17 I -2.97 -1.23 -1.20
18 C -2.75 0.47 1.57
19 C -4.12 0.37 1.39
20 C -5.04 0.00 2.40
21 C -4.60 -0.33 3.64
22 C -3.22 -0.23 3.92
23 C -2.76 -0.57 5.22
24 C -1.45 -0.48 5.57
25 C -0.54 0.02 4.62
26 C -0.95 0.36 3.35
27 P 0.24 1.13 2.24
28 C 0.57 2.77 2.99
29 C 1.42 3.63 2.29
30 C 1.61 4.94 2.71
31 C 0.94 5.41 3.82
32 C 0.08 4.57 4.52
33 C -0.11 3.26 4.11
34 C 1.75 0.17 2.59
35 C 2.99 0.76 2.82
36 C 4.12 -0.03 2.97
37 C 4.03 -1.41 2.90
38 C 2.79 -2.00 2.70
39 C 1.66 -1.22 2.55
40 C -2.30 0.21 2.92
41 H -4.55 0.53 0.42
42 H -6.09 -0.06 2.15
43 H -5.27 -0.66 4.42
44 H -3.50 -0.92 5.94
45 H -1.11 -0.75 6.56
46 H 0.50 0.14 4.89
47 H 1.94 3.28 1.40
48 H 2.26 5.59 2.13
49 H 1.08 6.44 4.14
50 H -0.45 4.94 5.39
51 H -0.79 2.62 4.65
52 H 3.09 1.83 2.86
53 H 5.08 0.44 3.14
54 H 4.92 -2.02 3.00
55 H 2.70 -3.08 2.65
56 H 0.70 -1.69 2.40
57 S -4.80 3.65 -6.56
58 C -4.08 3.06 -5.20
59 S -2.56 2.24 -5.19
60 C -2.46 1.96 -3.47
61 C -3.49 2.41 -2.74
62 S -3.59 2.16 -1.03
63 S -4.77 3.21 -3.62
64 S -1.14 1.08 -2.79
65 C 0.25 -0.21 -0.77
66 Ge 0.60 -1.74 -2.09
67 C 2.56 -1.98 -2.05
68 C 3.45 -1.03 -2.56
69 C 4.82 -1.23 -2.51
70 C 5.34 -2.39 -1.95
71 C 4.47 -3.34 -1.43
72 C 3.10 -3.14 -1.48
73 C 0.13 -1.67 -4.00
74 C -1.19 -1.79 -4.44
75 C -1.50 -1.79 -5.79
76 C -0.49 -1.66 -6.74
77 C 0.83 -1.55 -6.33
78 C 1.13 -1.57 -4.97
79 C -0.10 -3.42 -1.37
80 C -0.38 -4.45 -2.27
81 C -0.80 -5.69 -1.82
82 C -0.94 -5.93 -0.46
83 C -0.65 -4.92 0.44
84 C -0.23 -3.68 -0.01
85 H 3.08 -0.11 -2.98
86 H 5.49 -0.48 -2.91
87 H 6.41 -2.55 -1.91
88 H 4.86 -4.25 -0.99
89 H 2.44 -3.89 -1.08
90 H -1.99 -1.86 -3.72
91 H -2.53 -1.87 -6.11
92 H -0.73 -1.65 -7.80
93 H 1.63 -1.46 -7.05
94 H 2.17 -1.51 -4.67
95 H -0.28 -4.28 -3.33
96 H -1.03 -6.47 -2.54
97 H -1.27 -6.90 -0.11
98 H -0.76 -5.10 1.51
99 H -0.04 -2.89 0.71

---

[2]
Density functional theory data (ωB97M-V/def2-TZVPD) for C3H3NO2 in the gas phase at a distorted geometry.

Summary:
molar mass	85.062	g/mol
strongest force on any atom	8.2	eV Å⁻¹
electronic energy	-321.31769	Ha
relative energy (zero: lowest compared OMol25 entry of this formula, charge and spin)	37.6	kcal/mol
Kohn-Sham gap	10.535	eV
SMILES	O=C=NCC=O

Positions of all 9 atoms, in Å:
1 O -0.66 -1.74 -2.63
2 C -0.62 -1.09 -1.68
3 N -0.70 -0.19 -0.74
4 C -0.40 0.16 0.59
5 C 0.99 0.74 0.74
6 O 1.34 1.43 1.64
7 H -0.50 -0.68 1.29
8 H -1.13 0.92 0.88
9 H 1.67 0.45 -0.09

---

[3]
Density functional theory data (ωB97M-V/def2-TZVPD) for a molecular structure, C41H52N6PtSe.

Summary:
molar mass	902.947	g/mol
strongest force on any atom	0.2	eV Å⁻¹
electronic energy	-4442.97400	Ha
relative energy (zero: lowest compared OMol25 entry of this formula, charge and spin)	0.0	kcal/mol
Kohn-Sham gap	6.027	eV

Positions of all 101 atoms, in Å:
1 Pt -0.19 -0.56 0.31
2 C 5.12 -3.03 2.63
3 C 5.08 -2.28 1.30
4 C 3.71 -2.27 0.69
5 C 3.18 -3.13 -0.20
6 C 3.86 -4.27 -0.90
7 C 4.36 -3.87 -2.29
8 C 1.82 -2.71 -0.44
9 N 1.54 -1.60 0.30
10 C 2.67 -1.31 1.01
11 C 2.81 -0.26 1.89
12 C 1.86 0.70 2.17
13 C 2.05 1.80 3.08
14 C 3.30 2.10 3.84
15 C 4.33 2.86 3.00
16 C 0.90 2.53 3.05
17 C 0.00 1.86 2.15
18 C -1.29 2.27 1.86
19 C -2.17 1.64 1.01
20 N -1.91 0.50 0.30
21 C -3.01 0.25 -0.46
22 C -3.15 -0.80 -1.33
23 C -2.20 -1.77 -1.60
24 N -0.98 -1.86 -1.02
25 C -0.34 -2.92 -1.59
26 C 0.95 -3.32 -1.32
27 C -1.21 -3.54 -2.57
28 C -2.37 -2.84 -2.57
29 C -3.57 -3.02 -3.44
30 C -3.51 -2.12 -4.68
31 C -0.86 -4.75 -3.38
32 C -0.96 -6.05 -2.57
33 C -4.01 1.27 -0.22
34 C -3.49 2.13 0.69
35 C -4.14 3.34 1.29
36 C -4.80 3.02 2.63
37 C -5.33 1.35 -0.93
38 C -5.19 1.97 -2.32
39 N 0.61 0.76 1.62
40 C 0.57 3.76 3.85
41 C -0.23 3.43 5.12
42 H 6.12 -3.04 3.05
43 H 4.78 -4.06 2.51
44 H 4.45 -2.56 3.36
45 H 5.78 -2.75 0.60
46 H 5.44 -1.26 1.44
47 H 3.17 -5.12 -0.99
48 H 4.69 -4.62 -0.30
49 H 3.54 -3.51 -2.92
50 H 4.83 -4.71 -2.80
51 H 5.09 -3.06 -2.22
52 H 3.76 -0.16 2.39
53 H 3.74 1.16 4.20
54 H 3.06 2.67 4.74
55 H 4.61 2.28 2.12
56 H 5.24 3.06 3.57
57 H 3.92 3.81 2.66
58 H -1.63 3.17 2.36
59 H -4.08 -0.87 -1.88
60 H 1.31 -4.18 -1.86
61 H -4.48 -2.81 -2.88
62 H -3.64 -4.06 -3.75
63 H -3.41 -1.07 -4.40
64 H -4.41 -2.23 -5.29
65 H -2.64 -2.37 -5.30
66 H 0.14 -4.64 -3.79
67 H -1.53 -4.81 -4.24
68 H -0.30 -6.03 -1.70
69 H -0.69 -6.91 -3.18
70 H -1.97 -6.20 -2.20
71 H -4.87 3.74 0.59
72 H -3.39 4.13 1.43
73 H -5.57 2.26 2.51
74 H -5.27 3.91 3.06
75 H -4.07 2.65 3.35
76 H -6.03 1.93 -0.33
77 H -5.76 0.35 -1.02
78 H -4.83 3.00 -2.25
79 H -6.15 1.99 -2.84
80 H -4.48 1.42 -2.93
81 H 0.00 4.46 3.23
82 H 1.49 4.28 4.12
83 H -1.16 2.93 4.87
84 H -0.46 4.33 5.68
85 H 0.34 2.76 5.76
86 C 3.21 0.45 -1.95
87 N 2.26 1.46 -1.54
88 C 2.44 2.40 -0.54
89 C 1.31 3.13 -0.48
90 N 0.46 2.64 -1.44
91 C -0.88 3.13 -1.74
92 C 1.03 1.61 -2.09
93 Se 0.29 0.60 -3.43
94 H 4.14 0.61 -1.41
95 H 3.38 0.52 -3.03
96 H 2.81 -0.55 -1.74
97 H 3.35 2.45 0.03
98 H 1.04 3.95 0.17
99 H -1.08 3.99 -1.11
100 H -1.61 2.35 -1.54
101 H -0.94 3.40 -2.79

---

[4]
Density functional theory data (ωB97M-V/def2-TZVPD) for a molecular structure, C68H54N12ORbSe2 at a distorted geometry.

Summary:
molar mass	1298.651	g/mol
strongest force on any atom	2.3	eV Å⁻¹
net charge	-1
electronic energy	-8182.92835	Ha
Kohn-Sham gap (alpha / beta)	2.834 / 2.846	eV

Positions of all 138 atoms, in Å:
1 Rb 0.41 0.32 0.11
2 C -2.49 -5.35 -6.24
3 C -3.02 -4.57 -5.22
4 C -2.24 -3.65 -4.56
5 C -0.89 -3.47 -4.90
6 C -0.38 -4.25 -5.95
7 C -1.16 -5.17 -6.60
8 C -0.07 -2.53 -4.18
9 C 1.35 -2.55 -4.07
10 C 2.37 -3.40 -4.44
11 C 3.55 -2.78 -4.05
12 C 3.25 -1.57 -3.41
13 N 1.86 -1.42 -3.45
14 C 4.29 -0.73 -2.94
15 C 4.11 0.38 -2.13
16 C 5.17 1.16 -1.53
17 C 4.57 2.12 -0.79
18 C 3.15 1.93 -1.00
19 C 2.15 2.82 -0.64
20 C 2.56 4.01 0.15
21 C 3.16 5.08 -0.50
22 C 3.63 6.17 0.21
23 C 3.49 6.21 1.59
24 C 2.88 5.16 2.25
25 C 2.42 4.06 1.54
26 C 0.83 2.81 -1.15
27 N 0.13 1.96 -2.02
28 C -1.13 2.53 -2.23
29 C -1.97 1.73 -3.06
30 C -3.32 1.97 -3.51
31 C -4.02 0.96 -4.19
32 C -5.29 1.18 -4.67
33 C -5.92 2.41 -4.48
34 C -5.23 3.42 -3.84
35 C -3.95 3.22 -3.36
36 C -1.21 0.61 -3.34
37 C 0.29 0.83 -2.99
38 C 0.74 -0.67 -2.83
39 C -0.45 -1.37 -3.55
40 N -1.54 -0.62 -3.67
41 C -1.25 3.68 -1.47
42 C -0.04 3.85 -0.80
43 N 2.90 0.84 -1.74
44 C 5.68 -1.04 -3.33
45 C 6.36 -2.14 -2.84
46 C 7.68 -2.37 -3.18
47 C 8.34 -1.50 -4.03
48 C 7.68 -0.39 -4.52
49 C 6.36 -0.16 -4.17
50 H -3.10 -6.07 -6.76
51 H -4.06 -4.70 -4.94
52 H -2.65 -3.06 -3.76
53 H 0.64 -4.11 -6.27
54 H -0.73 -5.76 -7.41
55 H 2.28 -4.36 -4.91
56 H 4.54 -3.16 -4.21
57 H 6.22 0.97 -1.66
58 H 5.03 2.90 -0.21
59 H 3.26 5.04 -1.57
60 H 4.11 6.99 -0.32
61 H 3.88 7.05 2.15
62 H 2.76 5.19 3.32
63 H 1.96 3.24 2.07
64 H -3.53 0.01 -4.34
65 H -5.80 0.40 -5.21
66 H -6.92 2.57 -4.84
67 H -5.68 4.40 -3.72
68 H -3.41 4.04 -2.91
69 H 0.80 1.23 -3.87
70 H 0.72 -0.93 -1.76
71 H -2.09 4.34 -1.40
72 H 0.21 4.66 -0.14
73 H 5.85 -2.82 -2.16
74 H 8.21 -3.23 -2.79
75 H 9.38 -1.67 -4.30
76 H 8.20 0.31 -5.17
77 H 5.84 0.71 -4.55
78 C 4.09 -4.39 1.56
79 Se 3.63 -3.34 -0.04
80 C 4.33 -1.59 0.54
81 C 3.83 -1.18 1.90
82 Se 4.07 0.77 2.16
83 C 3.62 0.77 4.07
84 H 5.14 -4.26 1.79
85 H 3.89 -5.43 1.32
86 H 3.47 -4.08 2.39
87 H 3.97 -0.91 -0.23
88 H 5.42 -1.62 0.51
89 H 4.39 -1.67 2.70
90 H 2.76 -1.39 2.03
91 H 2.79 0.10 4.23
92 H 3.35 1.79 4.34
93 H 4.48 0.45 4.67
94 C 0.36 1.23 6.41
95 N 0.20 1.24 4.99
96 C 0.18 0.21 4.13
97 N -0.05 0.64 2.91
98 C -0.19 1.97 3.08
99 N -0.04 2.36 4.32
100 C -0.86 0.72 7.15
101 C -0.77 0.54 8.53
102 C -1.88 0.10 9.25
103 C -3.07 -0.14 8.62
104 C -3.18 0.03 7.23
105 C -2.05 0.47 6.51
106 C -4.41 -0.20 6.57
107 N -5.59 -0.35 7.13
108 N -6.49 -0.48 6.16
109 C -5.85 -0.43 5.01
110 O -4.51 -0.24 5.20
111 C -6.45 -0.54 3.72
112 C -7.84 -0.39 3.61
113 C -8.45 -0.50 2.38
114 C -7.70 -0.78 1.25
115 C -6.32 -0.94 1.34
116 C -5.58 -1.29 0.07
117 N -4.16 -1.46 0.23
118 C -3.16 -0.67 -0.19
119 N -2.00 -1.18 0.19
120 C -2.36 -2.30 0.84
121 N -3.65 -2.50 0.88
122 C -5.70 -0.81 2.57
123 H 0.57 2.26 6.71
124 H 1.23 0.61 6.67
125 H 0.34 -0.81 4.42
126 H -0.42 2.65 2.28
127 H 0.16 0.74 9.04
128 H -1.79 -0.04 10.32
129 H -3.94 -0.47 9.16
130 H -2.16 0.62 5.44
131 H -8.41 -0.19 4.51
132 H -9.52 -0.38 2.30
133 H -8.19 -0.87 0.29
134 H -5.74 -0.51 -0.68
135 H -5.98 -2.23 -0.32
136 H -3.30 0.22 -0.76
137 H -1.65 -2.98 1.29
138 H -4.63 -0.94 2.67